# 1
{
  "formula": "C2H5IO",
  "method": "ωB97M-V/def2-TZVPD",
  "elements": ["H", "O", "C", "H", "H", "C", "I", "H", "H"],
  "positions_angstrom": [[-0.272, -1.045, -1.249], [1.495, -0.856, 0.363], [0.184, -0.193, -0.642], [0.956, -1.469, 0.879], [-0.261, 1.160, 1.061], [-0.672, 0.420, 0.445], [1.193, 1.160, -1.888], [-1.195, -0.217, 1.218], [-1.428, 1.040, -0.186]],
  "forces_ev_per_angstrom": [[0.8, 1.2, 1.0], [-2.8, 1.0, -2.6], [2.5, -2.3, 3.1], [0.2, -0.1, 0.1], [1.6, 1.0, 0.4], [-3.0, 0.5, -1.9], [-0.2, -0.2, 0.1], [0.4, -0.1, -1.5], [0.5, -1.1, 1.3]],
  "charge": 0,
  "homo_energy_ha": -0.361,
  "lumo_ev": 0.4146,
  "e_above_lowest_kj_mol": 153.4,
  "gap_ev": 10.23,
  "largest_force_ha_per_bohr": 0.08973
}

# 2
{
  "formula": "CH6N4",
  "method": "ωB97M-V/def2-TZVPD",
  "elements": ["N", "H", "H", "H", "H", "H", "N", "C", "N", "H", "N"],
  "positions_angstrom": [[1.213, 0.521, -0.090], [1.725, -1.235, 0.810], [-2.512, 0.656, -0.303], [2.747, -0.677, -0.361], [-0.559, 1.569, -0.064], [-2.714, -1.011, -0.497], [1.772, -0.773, -0.114], [-0.161, 0.547, -0.030], [-2.271, -0.283, 0.072], [1.648, 1.192, 0.554], [-0.889, -0.507, 0.024]],
  "forces_ev_per_angstrom": [[0.6, 0.1, 0.2], [-0.1, 0.4, -0.6], [0.0, -0.9, 0.2], [0.0, 0.0, -0.1], [-0.1, -0.2, 0.1], [0.2, 0.5, 0.3], [0.3, -0.3, 0.7], [-1.0, -0.7, 0.1], [-0.3, 0.4, -0.5], [-0.2, -0.4, -0.3], [0.7, 1.1, -0.1]],
  "charge": 0,
  "homo_energy_ha": -0.294,
  "lumo_ev": 1.0707,
  "e_above_lowest_kj_mol": 151.0,
  "gap_ev": 9.07,
  "largest_force_ha_per_bohr": 0.02456
}

# 3
{
  "formula": "C3H4AgBr2O3",
  "method": "ωB97M-V/def2-TZVPD",
  "elements": ["Br", "C", "H", "H", "Br", "H", "C", "H", "Ag", "O", "O", "C", "O"],
  "positions_angstrom": [[-0.258, -0.132, -0.373], [4.141, 1.806, 1.722], [-2.015, -1.660, 0.625], [-2.215, -2.215, -1.739], [-4.678, -1.359, -1.523], [-2.752, -0.054, 0.361], [-2.117, -0.827, -0.071], [-2.385, -0.575, -2.260], [2.559, 0.758, -0.321], [4.167, 2.288, 0.568], [3.430, 0.835, 1.947], [-2.691, -1.270, -1.478], [4.814, 2.405, 2.542]],
  "forces_ev_per_angstrom": [[-1.0, -0.3, 0.2], [1.1, 1.7, 0.6], [0.0, 0.1, -0.2], [-0.6, -0.2, 0.0], [1.1, -0.1, 0.2], [0.5, 0.1, 0.0], [-0.5, -0.2, -1.4], [-0.3, 0.2, 0.3], [1.4, 0.9, 1.5], [-1.0, 1.0, -6.2], [-3.5, -4.8, 0.7], [1.0, 0.4, 1.0], [2.0, 1.1, 3.3]],
  "charge": -1,
  "homo_energy_ha": -0.084,
  "lumo_ev": 1.5829,
  "e_above_lowest_kj_mol": 112.8,
  "gap_ev": 3.87,
  "largest_force_ha_per_bohr": 0.12348
}

# 4
{
  "formula": "C10H19FNOP",
  "method": "ωB97M-V/def2-TZVPD",
  "elements": ["C", "H", "H", "C", "H", "C", "C", "O", "H", "H", "H", "H", "C", "H", "H", "H", "N", "H", "C", "H", "H", "H", "F", "H", "H", "P", "C", "H", "C", "C", "C", "H", "H"],
  "positions_angstrom": [[2.532, -0.870, -1.206], [-2.740, 1.107, 1.984], [-3.664, -1.097, -0.915], [-2.613, -0.818, -0.885], [-3.143, 1.727, -1.671], [1.210, 0.881, -0.012], [-2.447, 0.466, -0.058], [1.317, 2.181, -0.118], [1.693, -1.563, -1.181], [-0.085, -0.806, 0.174], [4.621, 0.432, -0.082], [-3.838, -0.182, 1.470], [-0.071, 0.281, 0.043], [2.487, -0.309, -2.139], [3.514, -1.264, 1.349], [-2.268, -0.653, -1.904], [-1.110, 1.007, -0.101], [2.498, -0.069, 2.163], [-2.818, 0.189, 1.406], [3.732, 1.685, 0.787], [-3.178, 2.488, -0.080], [-4.409, 1.283, -0.510], [-0.831, 3.585, 0.274], [-2.146, -0.550, 1.838], [3.456, -1.446, -1.191], [0.756, 3.624, -0.121], [-3.362, 1.561, -0.618], [-2.055, -1.647, -0.456], [2.570, -0.728, 1.300], [3.706, 1.020, -0.074], [2.497, 0.084, -0.003], [3.678, 1.625, -0.977], [1.762, -1.453, 1.354]],
  "forces_ev_per_angstrom": [[0.0, 0.1, 0.1], [0.0, 0.1, 0.1], [-0.1, -0.1, 0.0], [0.1, 0.3, 0.1], [0.0, 0.0, -0.1], [0.1, -1.2, 0.2], [-0.5, -0.3, 0.0], [0.6, -0.8, 0.0], [-0.1, -0.1, 0.0], [0.0, 0.0, 0.0], [0.1, -0.1, 0.0], [-0.1, 0.0, 0.0], [0.3, -0.2, -0.1], [0.0, 0.0, -0.1], [0.1, -0.1, 0.0], [0.0, 0.0, -0.1], [-0.1, 0.3, -0.2], [0.0, 0.0, 0.1], [0.1, 0.1, -0.2], [0.0, 0.1, 0.0], [0.0, 0.1, 0.0], [-0.1, 0.0, 0.0], [1.1, 0.3, -0.1], [0.0, -0.1, 0.0], [0.1, -0.1, 0.0], [-1.7, 1.8, 0.1], [0.1, -0.2, 0.1], [0.1, -0.1, 0.0], [0.0, 0.1, -0.2], [-0.2, -0.1, 0.0], [0.1, 0.1, 0.0], [0.0, 0.1, -0.1], [-0.1, -0.1, 0.1]],
  "charge": 0,
  "homo_energy_ha": [-0.268, -0.272],
  "lumo_ev": [-0.0733, -0.0387],
  "gap_ev": [7.22, 7.37],
  "largest_force_ha_per_bohr": 0.04751
}

# 5
{
  "formula": "C10H26BaO10",
  "method": "ωB97M-V/def2-TZVPD",
  "elements": ["H", "H", "H", "C", "H", "C", "O", "C", "H", "H", "O", "O", "H", "H", "O", "H", "H", "C", "H", "C", "C", "H", "C", "Ba", "O", "H", "C", "H", "H", "H", "H", "C", "H", "H", "H", "O", "O", "H", "H", "O", "O", "H", "H", "C", "H", "O", "H"],
  "positions_angstrom": [[-0.207, 2.219, -0.051], [4.211, -2.662, 0.415], [-1.756, -2.194, 0.904], [-2.671, 2.004, 0.482], [2.838, -1.081, -0.718], [2.855, -1.075, 0.372], [-0.511, 1.340, -0.289], [-1.868, 1.558, -0.674], [-1.693, -1.327, 3.456], [-4.240, -1.250, 0.858], [0.379, -0.680, -1.570], [0.879, 0.911, -3.085], [3.590, -2.244, 1.984], [-3.902, -0.413, -0.567], [1.254, 1.055, 0.701], [-1.800, 2.323, -1.447], [-1.598, -1.115, -1.715], [0.161, -0.080, -2.637], [2.602, -3.208, 1.014], [-0.536, -0.576, 2.582], [-3.396, -0.866, 0.286], [0.281, 1.070, -3.819], [3.300, -2.375, 0.941], [0.032, -0.366, 0.187], [-0.834, -0.389, -3.314], [-2.294, 0.699, -1.192], [1.501, 1.819, -0.490], [1.869, -0.561, 1.843], [2.032, 1.218, 1.239], [1.823, 2.838, -0.277], [3.666, -0.443, 0.734], [-2.251, -1.807, 0.013], [0.536, 1.780, -0.996], [-2.630, -2.630, -0.593], [-3.031, -0.048, 0.906], [-0.848, -0.995, 3.768], [1.622, -0.811, 0.949], [2.368, 0.018, -1.430], [2.702, 1.653, -2.231], [-1.322, -0.748, 1.669], [-1.351, -1.134, -0.787], [-2.515, 1.265, 1.268], [-2.260, 2.950, 0.834], [2.614, 1.073, -1.312], [3.579, 1.159, -0.812], [0.543, 0.024, 2.382], [-3.725, 2.101, 0.220]],
  "forces_ev_per_angstrom": [[-1.0, 1.7, 0.9], [0.1, -0.5, 0.0], [-0.7, -0.6, -1.0], [0.2, 0.6, 0.7], [-0.1, -0.7, 0.8], [2.1, -2.4, 0.0], [-11.7, 12.9, -1.9], [-1.1, 0.8, -1.9], [-1.2, -0.8, 1.3], [0.1, -0.7, 0.2], [7.6, -1.8, -16.5], [0.7, 1.4, -0.8], [0.1, 0.2, 0.2], [0.4, -0.3, -0.5], [8.1, 13.9, 1.5], [-0.3, 0.3, -0.1], [-0.8, -0.7, -1.5], [-2.2, -3.2, -0.8], [-0.3, 0.1, -0.8], [3.6, 3.0, 1.3], [-1.3, 0.4, 1.4], [0.2, 0.9, -1.1], [1.3, -1.3, 0.5], [-2.3, -9.9, 8.3], [-1.6, 0.3, -0.9], [0.5, 0.2, 0.4], [5.2, -0.2, -1.9], [0.0, -0.1, 1.3], [0.9, 0.7, 1.1], [0.1, 0.1, 0.2], [-0.3, 0.9, -0.5], [-3.7, -2.6, -1.9], [4.4, 1.0, -2.3], [-0.1, -0.5, 0.1], [-0.6, -1.0, -0.6], [-0.6, -0.9, 1.6], [16.3, -8.1, 5.5], [-0.1, 1.5, -1.0], [0.2, -0.5, 0.0], [-6.9, -0.7, 7.3], [-13.0, -7.8, -7.5], [-0.2, 0.8, 0.3], [-0.3, 0.2, 0.1], [0.1, 2.3, 0.4], [0.1, 0.0, 0.2], [-2.0, 0.8, 7.7], [0.0, 0.0, 0.2]],
  "charge": 0,
  "homo_energy_ha": -0.196,
  "lumo_ev": 0.1789,
  "e_above_lowest_kj_mol": 3590.9,
  "gap_ev": 5.51,
  "largest_force_ha_per_bohr": 0.37074
}

Number 1: calculated total energy -12301.2830 eV. Number 2: calculated total energy -7092.4933 eV. Number 3: calculated total energy -153401.7486 eV. Number 4: calculated total energy -26221.1326 eV. Number 5: calculated total energy -31927.8832 eV.